Computed, not measured: a cluster of 7 separate species, C19H38Cl2O18 in total at a distorted geometry, with ωB97M-V/def2-TZVPD.

CARTESIAN COORDINATES (ANGSTROEM)
C -18.53742 6.35049 -18.83493
O -19.76277 6.26643 -18.13971
C -20.71184 7.19654 -18.34037
O -20.66950 8.08131 -19.20844
O -21.73341 6.95442 -17.29115
C -22.68507 7.90114 -16.95641
H -17.82433 5.70787 -18.31856
H -17.99114 7.29367 -18.82461
H -18.64402 6.03315 -19.87225
H -23.55594 8.00471 -17.60367
H -22.18249 8.86812 -16.93489
H -23.11415 7.69981 -15.97486
C -27.44953 6.48967 -23.95215
O -27.45378 5.33133 -24.79874
C -28.04150 5.39209 -26.02256
O -28.66193 6.37240 -26.55823
O -27.71182 4.22329 -26.61963
C -27.52828 4.09415 -27.97608
H -27.58010 6.20352 -22.90851
H -28.27567 7.18642 -24.09404
H -26.49653 7.01674 -23.90646
H -26.99149 3.18158 -28.23527
H -27.11275 5.00544 -28.40619
H -28.48307 3.91866 -28.47172
C -17.87727 4.41600 -23.15114
O -18.82733 5.28752 -22.52061
C -20.16131 4.85740 -22.35874
O -20.58549 3.69200 -22.30530
O -20.88038 5.93188 -21.94404
C -22.24238 5.84096 -21.61736
H -17.89028 4.40957 -24.24105
H -18.06797 3.36922 -22.91456
H -16.80223 4.57320 -23.06356
H -22.84123 4.95724 -21.83764
H -22.71670 6.60665 -22.23124
H -22.37539 6.12500 -20.57346
C -24.79886 5.04114 -15.78251
O -25.46340 5.69174 -14.72246
C -24.92563 5.75567 -13.51910
O -23.86726 5.22286 -13.23222
O -25.83848 6.34540 -12.67759
C -25.50806 6.33624 -11.28259
H -25.45404 4.64640 -16.55906
H -24.09631 4.27142 -15.46304
H -24.16129 5.79461 -16.24497
H -24.55047 6.84190 -11.15834
H -25.55871 5.31593 -10.90247
H -26.26424 6.85918 -10.69708
C -18.92793 2.24048 -19.67351
O -20.27868 1.99866 -19.55393
C -21.01801 2.50422 -18.55702
O -20.57520 3.11038 -17.59768
O -22.34908 2.23931 -18.80109
C -23.24954 2.56501 -17.82662
H -18.50255 1.54951 -20.40131
H -18.31582 2.16481 -18.77479
H -18.69988 3.28666 -19.87746
H -22.86834 2.14038 -16.89792
H -24.26138 2.39979 -18.19673
H -23.31213 3.64737 -17.71399
C -28.49829 10.23925 -19.26398
O -27.87474 9.40966 -18.31223
C -26.68210 8.86333 -18.63607
O -26.16127 9.02425 -19.71090
O -26.15724 8.23216 -17.66073
C -26.72277 8.11536 -16.32611
H -28.66492 9.64404 -20.16178
H -27.99658 11.16112 -19.55816
H -29.42362 10.62795 -18.83877
H -25.86423 8.37359 -15.70616
H -26.93874 7.05115 -16.23171
H -27.52999 8.80183 -16.07067
C -26.03470 5.30972 -20.00179
Cl -24.63897 5.70821 -19.01880
Cl -25.60408 4.98221 -21.65089
H -26.55659 4.47269 -19.53799
H -26.57866 6.25387 -19.97385

Values from the calculation:
- charge = +1
- HOMO level (spin up / spin down) (eV) = -12.08 / -12.08
- 2S+1 = 2
- energy above the lowest of the compared OMol25 structures with the same formula, charge and spin (kJ/mol) = 149.0
- E_tot (eV) = -82204.7399

Computed, not measured: a cluster of 2 separate species, C5H11N2 in total at a distorted geometry, with ωB97M-V/def2-TZVPD.

CARTESIAN COORDINATES (ANGSTROEM)
C -0.33957 -0.21513 -1.60789
C 2.62218 -2.50425 -0.60894
C 0.76991 -0.98158 -1.29821
C -1.40740 2.71445 1.27343
C -1.49053 0.46315 1.32931
N 1.67339 -1.59826 -0.94451
N -0.98206 1.45689 0.73614
H 0.00511 0.17331 -2.48439
H -0.38761 0.59950 -0.83544
H 3.32769 -2.19430 0.08573
H 3.14214 -2.96265 -1.37131
H -0.60703 3.46941 1.48056
H -2.15953 3.24961 0.66775
H -1.83876 2.46883 2.36121
H -1.30955 -0.45151 0.86932
H -1.87870 0.49836 2.34842
H 2.15990 -3.43589 -0.30403
H -1.29962 -0.74996 -1.69713

Values from the calculation:
- charge = +1
- HOMO level (eV) = -13.60
- energy above the lowest of the compared OMol25 structures with the same formula, charge and spin (kJ/mol) = 312.0
- E_tot (eV) = -8333.8853